ORCA calculation (ωB97M-V/def2-TZVPD) on an isolated molecule of C21H27ClN2O5.

As for the total charge: 0. The structure (SMILES) is COc1c(C)cc(C(=O)NCCCOCCNC(=O)C#C[C@H]2CCOC2)cc1Cl. The value obtained for the HOMO-LUMO gap is 9.80 eV. The HOMO energy comes out at -0.339 hartree. As for the multiplicity: 1.

The geometry in XYZ format:
```
56
Properties=species:S:1:pos:R:3:lowdin_charge:R:1
C -6.293 3.067 0.298 -0.07
O -5.990 1.684 0.122 -0.12
C -4.707 1.356 0.463 -0.29
C -3.726 1.298 -0.529 -0.17
C -4.073 1.612 -1.958 -0.01
C -2.438 0.930 -0.169 0.04
C -2.121 0.597 1.142 -0.12
C -0.711 0.183 1.436 -0.43
O 0.231 0.608 0.785 0.07
N -0.549 -0.698 2.456 0.07
C 0.756 -1.275 2.738 -0.17
C 1.124 -2.382 1.755 -0.15
C 2.481 -2.992 2.038 -0.22
O 3.459 -1.972 1.980 -0.15
C 4.761 -2.445 1.706 -0.21
C 5.649 -1.238 1.463 -0.15
N 5.073 -0.329 0.477 0.06
C 4.840 -0.811 -0.792 -0.51
O 5.600 -1.552 -1.378 0.08
C 3.621 -0.272 -1.388 0.11
C 2.564 0.153 -1.766 0.05
C 1.272 0.664 -2.197 -0.30
C 1.267 1.385 -3.551 -0.11
C -0.207 1.293 -3.958 -0.18
O -0.791 0.235 -3.185 -0.15
C 0.235 -0.427 -2.460 -0.17
C -3.101 0.649 2.123 -0.05
C -4.385 1.030 1.777 -0.56
Cl -5.613 1.094 3.001 0.72
H -7.324 3.201 -0.017 0.09
H -6.191 3.358 1.345 0.07
H -5.638 3.689 -0.317 0.09
H -3.261 1.304 -2.615 0.07
H -4.987 1.099 -2.256 0.09
H -4.244 2.681 -2.097 0.08
H -1.669 0.885 -0.930 0.11
H -1.366 -1.173 2.799 0.13
H 1.493 -0.477 2.683 0.12
H 0.746 -1.654 3.762 0.13
H 0.369 -3.173 1.789 0.12
H 1.127 -1.964 0.746 0.11
H 2.500 -3.473 3.026 0.13
H 2.700 -3.763 1.290 0.12
H 5.154 -3.037 2.543 0.13
H 4.746 -3.082 0.813 0.12
H 5.786 -0.675 2.386 0.12
H 6.628 -1.570 1.119 0.12
H 4.270 0.167 0.840 0.13
H 0.881 1.315 -1.412 0.14
H 1.622 2.411 -3.483 0.12
H 1.904 0.846 -4.253 0.12
H -0.753 2.211 -3.730 0.12
H -0.326 1.076 -5.021 0.12
H 0.675 -1.240 -3.050 0.13
H -0.192 -0.836 -1.545 0.12
H -2.880 0.428 3.159 0.11
```

***

ORCA calculation (ωB97M-V/def2-TZVPD) on a structure of composition C32H52GeN4PRbSe.

As for the total charge: 0. The value obtained for the HOMO-LUMO gap is 4.99 eV. The HOMO energy comes out at -0.185 hartree. As for the multiplicity: 1.

The geometry in XYZ format:
```
92
Properties=species:S:1:pos:R:3:lowdin_charge:R:1
Rb -1.046 -0.888 0.492 0.75
N -3.926 -0.035 0.312 -0.07
C -4.337 -1.046 1.292 -0.27
C -4.232 -2.464 0.719 -0.19
N -2.889 -3.054 0.727 -0.24
C -2.657 -3.831 1.947 -0.20
C -2.662 -3.038 3.249 -0.26
N -1.710 -1.935 3.230 -0.04
C -2.636 -3.886 -0.454 -0.20
C -1.161 -4.188 -0.724 -0.26
N -0.480 -3.065 -1.366 -0.06
H -3.966 0.890 0.729 0.08
H -4.561 -0.027 -0.482 0.05
H -5.368 -0.897 1.646 0.12
H -3.676 -0.939 2.152 0.08
H -4.587 -2.433 -0.316 0.12
H -4.934 -3.117 1.262 0.12
H -1.690 -4.329 1.860 0.11
H -3.418 -4.628 2.035 0.13
H -2.474 -3.763 4.056 0.12
H -3.661 -2.633 3.436 0.10
H -0.747 -2.261 3.092 0.03
H -1.709 -1.453 4.123 0.08
H -3.032 -3.355 -1.325 0.11
H -3.192 -4.837 -0.385 0.13
H -1.110 -5.113 -1.319 0.12
H -0.629 -4.397 0.206 0.10
H -0.771 -2.976 -2.335 0.05
H 0.525 -3.211 -1.363 0.08
C 2.954 3.902 1.277 -0.05
C 3.178 3.126 0.007 -0.27
C 3.985 3.713 -0.968 -0.05
C 4.291 3.068 -2.153 -0.08
C 3.781 1.800 -2.389 -0.10
C 2.957 1.219 -1.446 -0.12
C 2.641 1.858 -0.245 -0.32
P 1.608 0.826 0.864 1.04
C 0.559 2.021 1.797 -0.34
C -0.069 2.989 1.008 -0.15
C -0.974 3.890 1.537 -0.09
C -1.290 3.819 2.886 -0.09
C -0.708 2.836 3.666 -0.05
C 0.210 1.919 3.152 -0.25
C 0.744 0.852 4.063 -0.04
C 2.788 0.022 1.957 -0.36
C 3.899 0.711 2.448 -0.13
C 4.762 0.164 3.371 -0.13
C 4.497 -1.148 3.806 -0.12
C 3.447 -1.865 3.311 -0.08
C 2.535 -1.341 2.339 -0.38
C 1.480 -2.140 1.887 -0.16
H 3.844 4.488 1.506 0.08
H 2.735 3.265 2.131 0.06
H 2.116 4.594 1.174 0.08
H 4.402 4.693 -0.770 0.11
H 4.932 3.549 -2.880 0.10
H 4.018 1.269 -3.302 0.10
H 2.544 0.232 -1.632 0.09
H 0.180 3.047 -0.047 0.10
H -1.426 4.642 0.901 0.10
H -1.986 4.520 3.326 0.10
H -0.972 2.761 4.715 0.11
H 0.201 0.875 5.008 0.08
H 1.807 0.982 4.270 0.09
H 0.641 -0.143 3.624 0.06
H 4.092 1.716 2.085 0.08
H 5.619 0.715 3.730 0.08
H 5.148 -1.611 4.540 0.09
H 3.288 -2.880 3.657 0.10
H 1.471 -3.191 2.147 0.02
H 0.920 -1.843 1.014 -0.13
C 0.586 1.897 -4.398 -0.21
Ge -0.326 0.330 -5.116 0.75
C -0.341 0.423 -7.069 -0.22
C 0.599 -1.282 -4.514 -0.21
C -2.195 0.200 -4.496 -0.61
Se -2.405 -0.096 -2.575 0.82
C -2.113 1.742 -1.989 -0.39
H 1.583 1.962 -4.829 0.02
H 0.709 1.838 -3.319 0.00
H 0.057 2.817 -4.645 0.03
H 0.670 0.454 -7.468 0.02
H -0.862 1.319 -7.403 0.02
H -0.846 -0.443 -7.493 0.02
H 1.624 -1.300 -4.880 0.02
H 0.096 -2.181 -4.870 0.02
H 0.630 -1.301 -3.427 -0.01
H -2.640 -0.686 -4.956 0.01
H -2.809 1.049 -4.801 0.02
H -1.285 2.159 -2.554 0.00
H -1.841 1.740 -0.935 -0.01
H -3.008 2.345 -2.133 0.03
```

***

ORCA calculation (ωB97M-V/def2-TZVPD) on a cluster of 2 separate species, C3H4P2 in total in a non-equilibrium geometry.

As for the total charge: 0. The value obtained for the HOMO-LUMO gap is 7.60 eV. The HOMO energy comes out at -0.280 hartree. As for the multiplicity: 1.

The geometry in XYZ format:
```
9
Properties=species:S:1:pos:R:3:lowdin_charge:R:1
C 0.716 -0.883 -1.100 -0.30
C -0.216 0.954 0.972 -0.50
C 0.168 -0.082 -0.006 -0.89
P -0.946 -1.352 -0.287 0.76
P -1.599 0.837 -0.287 0.67
H 0.620 -0.355 -1.990 0.03
H 1.530 -1.401 -0.746 0.04
H -0.462 0.319 2.358 0.17
H 0.189 1.962 1.086 0.03
```

***

ORCA calculation (ωB97M-V/def2-TZVPD) on a structure of composition C25H30BN9NdO4PS2 in a non-equilibrium geometry.

As for the total charge: 0. The value obtained for the HOMO-LUMO gap (alpha / beta) is 5.55 / 5.55 eV. The HOMO energy (alpha / beta) comes out at -0.266 / -0.266 hartree. As for the multiplicity: 4.

The geometry in XYZ format:
```
73
Properties=species:S:1:pos:R:3:lowdin_spin:R:1
Nd -2.155 0.035 1.476 3.03
N -2.250 2.884 1.505 0.00
N -3.213 3.406 2.439 0.00
C -4.044 2.603 3.060 0.00
N -4.981 3.001 4.028 0.00
N -3.997 1.346 2.550 0.00
N -4.649 0.306 3.123 0.00
O -4.354 -0.801 2.543 0.00
O -5.524 0.382 4.017 0.00
H -1.368 3.383 1.748 0.00
H -2.632 3.056 0.576 0.00
H -3.302 4.396 2.685 0.00
H -4.608 3.729 4.613 0.00
H -5.368 2.228 4.567 0.00
O 0.199 -0.059 1.883 -0.01
C 0.601 0.145 0.672 0.00
O -0.200 0.294 -0.305 0.00
C 2.098 0.279 0.520 0.00
C 2.906 0.373 1.679 0.00
C 4.311 0.366 1.646 0.00
C 4.899 0.334 0.403 0.00
C 4.127 0.252 -0.802 0.00
C 2.737 0.221 -0.725 0.00
P 1.751 0.354 -2.255 0.00
C 2.656 1.855 -2.865 0.00
C 3.866 1.940 -3.668 0.00
C 4.409 3.213 -3.930 0.00
C 3.917 4.366 -3.296 0.00
C 2.714 4.242 -2.594 0.00
C 2.037 3.032 -2.437 0.00
C 2.202 -0.947 -3.381 0.00
C 2.874 -2.089 -3.053 0.00
C 3.158 -3.070 -4.010 0.00
C 2.662 -3.022 -5.251 0.00
C 1.821 -1.892 -5.567 0.00
C 1.710 -0.791 -4.746 0.00
H 2.438 0.471 2.656 0.00
H 4.935 0.385 2.525 0.00
H 5.952 0.143 0.262 0.00
H 4.635 0.244 -1.772 0.00
H 4.307 1.018 -4.064 0.00
H 5.299 3.327 -4.582 0.00
H 4.439 5.319 -3.320 0.00
H 2.207 5.080 -2.119 0.00
H 1.160 2.934 -1.824 0.00
H 3.238 -2.213 -2.030 0.00
H 3.719 -3.926 -3.672 0.00
H 2.808 -3.852 -5.981 0.00
H 1.265 -1.876 -6.472 0.00
H 1.182 0.135 -5.053 0.00
S -0.876 -4.281 -0.473 0.00
C -1.653 -3.124 0.282 0.00
N -2.257 -2.279 0.884 -0.01
C -0.384 -3.814 3.742 0.00
N -0.595 -2.402 3.830 0.00
C -1.762 -1.868 4.248 0.00
S -2.021 -0.185 4.476 0.00
N -2.821 -2.705 4.466 0.00
C -3.318 -3.671 3.478 0.00
H 0.591 -3.962 3.256 0.00
H -1.147 -4.326 3.160 0.00
H -0.289 -4.284 4.697 0.00
H 0.257 -1.859 3.889 0.00
H -3.595 -2.149 4.982 0.00
H -3.350 -4.627 3.981 0.00
H -2.760 -3.657 2.542 0.00
H -4.335 -3.404 3.145 0.00
B -3.912 1.032 -3.160 0.00
C -3.460 0.960 -1.682 0.00
N -3.147 0.902 -0.563 0.00
H -4.508 0.090 -3.559 0.00
H -2.838 0.999 -3.751 0.00
H -4.416 2.072 -3.276 0.00
```

***

Calculated energy above the lowest of the compared OMol25 structures with the same formula, charge and spin, 44.45; 5.14; 77.44; 0.00 kcal/mol (same order as the records).
Calculated energy, -47953.926; -171793.734; -21747.867; -94923.812 eV (same order as the records).
Calculated molar mass, 422.91; 760.81; 102.01; 770.73 g mol⁻¹ (same order as the records).